Entry from the OMol25 dataset: C5H8FNO in the gas phase in a non-equilibrium geometry (ωB97M-V/def2-TZVPD).

Cartesian coordinates (Å):
1 C -0.68784 0.91286 1.15851
2 C -0.41389 -0.19896 0.09622
3 C -1.72033 -0.69113 -0.67854
4 N -2.48200 -0.71866 -1.71647
5 C 0.53250 0.51308 -1.01957
6 O 1.80545 0.63206 -0.43601
7 C 0.35343 -1.39103 0.63559
8 F 0.67944 -2.35435 -0.38634
9 H -0.89820 0.32989 2.10473
10 H -1.38928 1.68605 0.62039
11 H 0.30030 1.43788 1.23564
12 H 0.47348 0.10439 -2.12445
13 H 0.10471 1.71971 -0.79524
14 H 2.45143 0.95279 -1.22188
15 H 1.25396 -1.12195 1.20907
16 H -0.36314 -1.81262 1.31834

LUMO energy: 0.33 eV
HOMO: -10.4 eV
energy above the lowest of the compared OMol25 structures with the same formula, charge and spin: 102.84 kcal/mol
Kohn-Sham gap: 10.693 eV

Electronic structure analysis, Löwdin charges in units of e:
1 C -0.050
2 C -0.470
3 C -0.067
4 N 0.109
5 C -0.230
6 O -0.140
7 C -0.156
8 F -0.054
9 H 0.102
10 H 0.127
11 H 0.086
12 H 0.155
13 H 0.162
14 H 0.180
15 H 0.135
16 H 0.112

Entry from the OMol25 dataset: C5H8FNO2 in the gas phase in a non-equilibrium geometry (ωB97M-V/def2-TZVPD).

Cartesian coordinates (Å):
1 C 0.26891 1.06538 1.72673
2 C 0.63481 0.21464 0.51965
3 O 1.51768 -0.81249 0.63596
4 C 0.79718 1.21239 -0.67805
5 O 1.58806 2.13189 -0.94896
6 N -0.31170 0.79477 -1.38885
7 C -0.75463 -0.32681 -0.55587
8 C -0.62596 -1.82092 -1.00790
9 F -1.61962 -1.94391 -2.00759
10 H 1.18602 1.27717 2.13684
11 H -0.42365 0.43874 2.40760
12 H -0.06240 1.99370 1.57367
13 H 1.01105 -1.39221 1.23746
14 H -0.90370 1.39521 -1.90132
15 H -1.70126 0.04098 -0.19944
16 H -0.96298 -2.28506 -0.17372
17 H 0.36221 -1.98349 -1.37620

LUMO energy: 0.52 eV
HOMO: -9.6 eV
energy above the lowest of the compared OMol25 structures with the same formula, charge and spin: 46.36 kcal/mol
Kohn-Sham gap: 10.128 eV

Electronic structure analysis, Löwdin charges in units of e:
1 C 0.011
2 C -0.364
3 O 0.043
4 C -0.390
5 O 0.055
6 N 0.108
7 C -0.114
8 C -0.108
9 F -0.067
10 H 0.067
11 H 0.129
12 H 0.045
13 H 0.126
14 H 0.130
15 H 0.126
16 H 0.083
17 H 0.120

Entry from the OMol25 dataset: 2 unconnected molecules or ions with the total composition C5H8FNO2 in a non-equilibrium geometry (ωB97M-V/def2-TZVPD).

Cartesian coordinates (Å):
1 C -0.11709 -2.08252 -2.14976
2 C 0.35073 -1.60290 -0.99107
3 C 0.78181 -0.23417 -0.76679
4 N 1.45023 0.11749 0.25457
5 O 1.83597 -0.39981 1.29941
6 O 1.78631 1.52867 0.15815
7 H -0.08789 -3.04700 -2.44803
8 H -0.42091 -1.34867 -2.90809
9 H 0.69426 -2.26143 -0.29345
10 H 0.74893 0.43520 -1.62312
11 H 2.02123 1.82543 1.06643
12 C -1.21380 1.02291 1.97909
13 C -1.72254 1.39489 0.85602
14 F -2.72162 0.76659 0.29196
15 H -0.47857 1.62485 2.41694
16 H -1.46164 0.01670 2.51131
17 H -1.44541 2.24376 0.34642

LUMO energy: 0.35 eV
HOMO: -8.8 eV
energy above the lowest of the compared OMol25 structures with the same formula, charge and spin: 119.01 kcal/mol
Kohn-Sham gap: 9.114 eV

Electronic structure analysis, Löwdin charges in units of e:
1 C 0.048
2 C -0.113
3 C -0.078
4 N -0.317
5 O 0.005
6 O 0.011
7 H 0.020
8 H 0.072
9 H 0.072
10 H 0.146
11 H 0.119
12 C 0.017
13 C -0.286
14 F 0.040
15 H 0.035
16 H 0.119
17 H 0.090

Entry from the OMol25 dataset: C5H8FNS in the gas phase in a non-equilibrium geometry (ωB97M-V/def2-TZVPD).

Cartesian coordinates (Å):
1 C -1.98550 -0.34324 -0.27840
2 N -0.64473 -0.13777 -0.44414
3 C -0.18594 1.13416 -0.00056
4 C 1.31286 1.08653 0.18382
5 S 2.58527 2.12886 0.19691
6 C 1.61290 -0.34567 0.00898
7 F 2.58673 -0.84164 0.89936
8 C 0.32719 -1.03571 0.27303
9 H -2.50338 0.04682 -1.29359
10 H -2.00907 -1.47712 -0.63286
11 H -2.36731 -0.00578 0.78234
12 H -0.71416 1.65393 0.96241
13 H -0.62336 1.73324 -0.89049
14 H 2.09470 -0.43536 -1.06777
15 H 0.41493 -2.12687 -0.08858
16 H 0.09886 -1.03437 1.38953

LUMO energy: -0.76 eV
HOMO: -8.9 eV
energy above the lowest of the compared OMol25 structures with the same formula, charge and spin: 60.55 kcal/mol
Kohn-Sham gap: 8.137 eV

Electronic structure analysis, Löwdin charges in units of e:
1 C -0.157
2 N -0.302
3 C -0.237
4 C -0.683
5 S 0.754
6 C -0.412
7 F -0.040
8 C -0.126
9 H 0.128
10 H 0.124
11 H 0.121
12 H 0.171
13 H 0.157
14 H 0.196
15 H 0.153
16 H 0.152

Entry from the OMol25 dataset: a molecular structure, C5H8I2N3 in a non-equilibrium geometry (ωB97M-V/def2-TZVPD).

Cartesian coordinates (Å):
1 C -1.78023 -0.50439 0.51452
2 C -2.43535 0.68357 -1.31039
3 C -1.19806 -1.15975 -1.77401
4 C -0.91384 -1.28520 -0.26984
5 C 0.45645 1.60977 0.23270
6 N -2.44166 0.47805 0.02990
7 N -1.90287 -0.05336 -2.18787
8 N 0.91556 0.28970 -0.16245
9 I 0.55957 -1.61329 -2.98606
10 I -0.01145 -2.97678 0.40426
11 H -1.90867 -0.70105 1.60209
12 H -2.71038 1.68960 -1.61695
13 H -1.77631 -1.95504 -2.16006
14 H 0.27760 1.72308 1.32497
15 H 1.19964 2.45293 0.08344
16 H -0.49454 1.88474 -0.29881
17 H 1.36235 -0.05345 0.58165
18 H 1.23262 0.32267 -1.11594

LUMO energy: -6.82 eV
HOMO: -13.5 eV
energy above the lowest of the compared OMol25 structures with the same formula, charge and spin: 13.26 kcal/mol
Kohn-Sham gap: 6.708 eV
net charge: +1

Electronic structure analysis, Löwdin charges in units of e:
1 C -0.206
2 C -0.200
3 C -0.797
4 C -0.719
5 C -0.117
6 N 0.150
7 N 0.073
8 N 0.035
9 I 0.946
10 I 1.113
11 H 0.142
12 H 0.138
13 H 0.078
14 H 0.104
15 H 0.115
16 H 0.076
17 H 0.038
18 H 0.030

Entry from the OMol25 dataset: C5H8IN in the gas phase in a non-equilibrium geometry (ωB97M-V/def2-TZVPD).

Cartesian coordinates (Å):
1 C 0.84185 2.48791 0.14042
2 C -0.06159 1.52827 0.39383
3 C 0.03616 0.21312 -0.21639
4 C 1.02012 -0.36500 -0.88217
5 N -0.95446 -0.64692 0.38748
6 C -0.69094 -2.08788 0.39854
7 I -2.89443 -0.07463 -0.21666
8 H 0.81934 3.48470 0.49609
9 H 1.78681 2.18625 -0.20561
10 H -0.95255 1.90303 1.02213
11 H 0.92029 -1.35871 -1.37600
12 H 1.94694 0.20134 -1.18958
13 H -1.52870 -2.54994 0.96551
14 H -0.66167 -2.65756 -0.54014
15 H 0.37285 -2.26399 0.82256

LUMO energy: -0.30 eV
HOMO: -8.6 eV
energy above the lowest of the compared OMol25 structures with the same formula, charge and spin: 40.76 kcal/mol
Kohn-Sham gap: 8.257 eV

Electronic structure analysis, Löwdin charges in units of e:
1 C 0.026
2 C -0.181
3 C -0.510
4 C 0.043
5 N -0.539
6 C -0.230
7 I 0.804
8 H 0.046
9 H 0.036
10 H 0.104
11 H 0.074
12 H 0.084
13 H 0.065
14 H 0.062
15 H 0.118

Entry from the OMol25 dataset: a gas-phase ion, C5H8IN2 (charge +1) in a non-equilibrium geometry (ωB97M-V/def2-TZVPD).

Cartesian coordinates (Å):
1 C 0.26063 0.88774 -0.22695
2 C 0.19208 -0.47312 0.02977
3 C -0.82124 1.63693 -0.09670
4 C -1.15661 -0.97636 0.20448
5 C 1.41693 -1.29426 -0.18276
6 N -2.14020 -0.03231 0.64960
7 N -1.29531 2.78608 0.16379
8 I -4.00957 -0.05509 -0.13141
9 H 1.16106 1.35825 -0.52691
10 H -1.31080 -1.56916 -0.76732
11 H -0.98053 -1.84862 0.96821
12 H 1.56490 -2.35077 0.18614
13 H 2.35056 -0.86668 0.10076
14 H 1.65882 -1.13463 -1.31158
15 H -0.81607 3.25078 0.90766
16 H -2.33708 2.79212 -0.01044

LUMO energy (spin up / spin down): -5.62 / -5.47 eV
HOMO (spin up / spin down): -12.4 / -12.7 eV
energy above the lowest of the compared OMol25 structures with the same formula, charge and spin: 106.98 kcal/mol
Kohn-Sham gap (spin up / spin down): 6.776 / 7.249 eV
net charge: +1

Electronic structure analysis, Löwdin charges in units of e:
1 C -0.029
2 C -0.204
3 C -0.072
4 C -0.379
5 C -0.017
6 N -0.504
7 N 0.206
8 I 0.846
9 H 0.139
10 H 0.170
11 H 0.193
12 H 0.121
13 H 0.077
14 H 0.153
15 H 0.151
16 H 0.149

Entry from the OMol25 dataset: 2 unconnected molecules or ions with the total composition C5H8INO2 in a non-equilibrium geometry (ωB97M-V/def2-TZVPD).

Cartesian coordinates (Å):
1 C 2.00680 0.02883 -0.88921
2 C -1.29245 -0.79550 1.54421
3 C -0.10013 0.16533 1.45149
4 C -1.77848 -0.02510 0.20271
5 C 0.69910 -0.10252 -1.52060
6 N -0.61120 0.73064 0.19465
7 O 2.58003 1.25261 -1.14273
8 O 2.55145 -0.75307 -0.14566
9 I 0.03385 1.16533 -3.06952
10 H -0.91854 -1.88602 1.19257
11 H -1.99038 -0.93432 2.37661
12 H -0.09805 0.90529 2.30517
13 H 0.91955 -0.24190 1.40381
14 H -2.09454 -0.45959 -0.69452
15 H -2.57720 0.59296 0.48389
16 H 0.25447 -1.10900 -1.59710
17 H 2.41571 1.46603 -2.09578

LUMO energy (spin up / spin down): -0.55 / -1.09 eV
HOMO (spin up / spin down): -8.7 / -9.2 eV
energy above the lowest of the compared OMol25 structures with the same formula, charge and spin: 92.43 kcal/mol
Kohn-Sham gap (spin up / spin down): 8.173 / 8.099 eV

Electronic structure analysis, Löwdin charges in units of e:
1 C -0.655
2 C -0.111
3 C -0.213
4 C -0.248
5 C -0.509
6 N 0.009
7 O 0.010
8 O 0.096
9 I 0.899
10 H 0.136
11 H 0.087
12 H 0.132
13 H 0.097
14 H 0.085
15 H 0.096
16 H 0.059
17 H 0.030

Q: energy above the lowest of the compared OMol25 structures with the same formula, charge and spin of number 7 (C5H8IN2)?
A: 106.98 kcal/mol

Q: The lowest energy above the lowest of the compared OMol25 structures with the same formula, charge and spin belongs to which entry?
A: C5H8I2N3

Repeat the seventh record exactly.
Entry from the OMol25 dataset: a gas-phase ion, C5H8IN2 (charge +1) in a non-equilibrium geometry (ωB97M-V/def2-TZVPD).

Cartesian coordinates (Å):
1 C 0.26063 0.88774 -0.22695
2 C 0.19208 -0.47312 0.02977
3 C -0.82124 1.63693 -0.09670
4 C -1.15661 -0.97636 0.20448
5 C 1.41693 -1.29426 -0.18276
6 N -2.14020 -0.03231 0.64960
7 N -1.29531 2.78608 0.16379
8 I -4.00957 -0.05509 -0.13141
9 H 1.16106 1.35825 -0.52691
10 H -1.31080 -1.56916 -0.76732
11 H -0.98053 -1.84862 0.96821
12 H 1.56490 -2.35077 0.18614
13 H 2.35056 -0.86668 0.10076
14 H 1.65882 -1.13463 -1.31158
15 H -0.81607 3.25078 0.90766
16 H -2.33708 2.79212 -0.01044

LUMO energy (spin up / spin down): -5.62 / -5.47 eV
HOMO (spin up / spin down): -12.4 / -12.7 eV
energy above the lowest of the compared OMol25 structures with the same formula, charge and spin: 106.98 kcal/mol
Kohn-Sham gap (spin up / spin down): 6.776 / 7.249 eV
net charge: +1

Electronic structure analysis, Löwdin charges in units of e:
1 C -0.029
2 C -0.204
3 C -0.072
4 C -0.379
5 C -0.017
6 N -0.504
7 N 0.206
8 I 0.846
9 H 0.139
10 H 0.170
11 H 0.193
12 H 0.121
13 H 0.077
14 H 0.153
15 H 0.151
16 H 0.149